Record 1
A cluster of 5 separate species, C22H23Cl4N3O6 in total at a distorted geometry, computed with the ωB97M-V functional and the def2-TZVPD basis.

Values from the calculation:
- Energy above the lowest of the compared OMol25 structures with the same formula, charge and spin: 141.3 kJ/mol
- LUMO level: -0.9 eV
- HOMO: -9.7919 eV
- Structure (SMILES): O=[N+]([O-])c1ccccc1.O=[N+]([O-])c1ccccc1.O=[N+]([O-])c1ccccc1.ClCCCl.ClCCCl

ORCA input file:
```
! RIJCOSX wB97M-V def2-TZVPD def2/J DEFGRID3
* xyz 0 1
O 1.712 0.090 -0.377
N 0.510 0.564 -0.408
O -0.465 -0.154 -0.577
C 0.390 2.041 -0.487
C -0.793 2.645 -0.960
C -0.672 3.991 -1.240
C 0.365 4.816 -0.876
C 1.402 4.259 -0.129
C 1.494 2.843 0.013
H -1.558 2.004 -1.372
H -1.369 4.284 -2.011
H 0.475 5.850 -1.168
H 2.320 4.676 0.257
H 2.404 2.491 0.477
O 5.683 -3.424 7.148
N 4.831 -2.648 6.747
O 5.066 -1.490 6.664
C 3.476 -3.125 6.320
C 2.634 -2.159 5.677
C 1.527 -2.654 4.972
C 0.986 -3.942 5.154
C 1.744 -4.826 5.875
C 3.005 -4.471 6.422
H 2.985 -1.143 5.578
H 1.064 -2.046 4.209
H 0.090 -4.220 4.618
H 1.438 -5.833 6.117
H 3.682 -5.086 6.996
O -5.767 1.750 1.595
N -5.982 0.715 0.967
O -5.897 -0.464 1.445
C -6.435 0.742 -0.470
C -6.578 1.987 -1.125
C -6.859 2.075 -2.533
C -7.090 0.870 -3.177
C -6.958 -0.380 -2.582
C -6.710 -0.446 -1.192
H -6.475 2.907 -0.569
H -7.107 2.996 -3.039
H -7.457 1.033 -4.179
H -7.238 -1.314 -3.045
H -6.451 -1.383 -0.720
Cl 6.266 6.761 -1.980
C 6.481 6.357 -3.673
C 6.028 4.970 -4.002
Cl 6.967 3.846 -2.962
H 7.560 6.377 -3.823
H 6.054 7.169 -4.262
H 6.232 4.663 -5.028
H 4.983 4.819 -3.730
Cl 1.706 -6.125 -4.188
C 0.385 -5.806 -3.049
C -0.867 -6.664 -3.332
Cl -2.211 -5.999 -2.434
H 0.237 -4.735 -3.185
H 0.787 -5.887 -2.039
H -0.829 -7.693 -2.975
H -1.202 -6.474 -4.351
*
```

These are the Mulliken partial charges, in e, on atoms 1 to 6:
1 O -0.54
2 N 0.87
3 O -0.56
4 C 0.37
5 C -0.52
6 C -0.16

Record 2
A structure of composition C22H23ClDyN2P at a distorted geometry, computed with the ωB97M-V functional and the def2-TZVPD basis.

Values from the calculation:
- Energy above the lowest of the compared OMol25 structures with the same formula, charge and spin: 0.0 kJ/mol
- LUMO level (spin up / spin down): -7.4 / -7.5 eV
- HOMO (spin up / spin down): -14.4212 / -14.4061 eV

ORCA input file:
```
! RIJCOSX wB97M-V def2-TZVPD def2/J DEFGRID3
* xyz 2 6
Dy 0.384 0.657 2.418
Cl 0.169 1.595 4.586
P 0.354 0.854 -0.258
C -1.053 -0.016 -0.973
C -0.846 -0.774 -2.141
C -1.955 -1.306 -2.775
C -3.233 -1.135 -2.236
C -3.427 -0.433 -1.040
C -2.341 0.142 -0.393
C 0.108 2.657 -0.395
C 0.990 3.556 0.257
C 0.808 4.931 0.107
C -0.207 5.426 -0.724
C -1.057 4.529 -1.390
C -0.903 3.152 -1.239
C 1.957 0.461 -0.987
C 3.014 -0.072 -0.202
C 4.248 -0.267 -0.809
C 4.414 0.029 -2.168
C 3.361 0.556 -2.924
C 2.124 0.797 -2.342
H 1.820 3.184 0.863
H 1.449 5.621 0.664
H -0.368 6.502 -0.819
H -1.866 4.908 -2.015
H -1.550 2.464 -1.780
H 0.162 -0.905 -2.541
H -1.796 -1.892 -3.684
H -4.077 -1.609 -2.724
H -4.416 -0.340 -0.587
H -2.462 0.732 0.518
H 2.851 -0.322 0.852
H 5.075 -0.645 -0.200
H 5.378 -0.124 -2.641
H 3.496 0.802 -3.978
H 1.292 1.228 -2.905
H 0.217 -5.130 -3.421
H 0.948 -5.095 -3.388
C -2.110 -3.550 4.810
N -1.246 -2.880 3.831
C -0.487 -3.540 2.849
C 0.161 -2.598 2.113
N -0.171 -1.364 2.676
C -1.055 -1.569 3.701
H -3.147 -3.249 4.643
H -2.050 -4.639 4.714
H -1.788 -3.277 5.817
H -0.439 -4.594 2.731
H 0.801 -2.687 1.250
H -1.530 -0.772 4.277
*
```

These are the Mulliken partial charges, in e, on atoms 1 to 6:
1 Dy 1.39
2 Cl -0.39
3 P -0.06
4 C 0.91
5 C -0.50
6 C -0.67

Record 3
An isolated molecule of C22H23ClN2O7 at a distorted geometry, computed with the ωB97M-V functional and the def2-TZVPD basis.

Values from the calculation:
- LUMO level: -0.3 eV
- HOMO: -9.2065 eV
- Structure (SMILES): CC(C)C[C@H](NC(=O)c1ccc(Cl)cc1)C(=O)OCc1cc([N+](=O)[O-])cc2c1OCOC2

ORCA input file:
```
! RIJCOSX wB97M-V def2-TZVPD def2/J DEFGRID3
* xyz 0 1
C 0.081 4.571 1.136
C -0.591 4.730 -0.226
C -0.530 6.192 -0.670
C 0.066 3.862 -1.307
C 0.092 2.352 -1.043
N -1.202 1.804 -0.725
C -1.440 0.479 -0.934
O -0.626 -0.245 -1.477
C -2.775 -0.003 -0.481
C -2.921 -1.355 -0.181
C -4.138 -1.857 0.240
C -5.224 -1.002 0.346
Cl -6.751 -1.615 0.869
C -5.104 0.342 0.025
C -3.881 0.838 -0.385
C 1.163 1.951 -0.028
O 2.335 2.161 -0.185
O 0.641 1.298 1.015
C 1.569 0.612 1.863
C 2.068 -0.597 1.119
C 1.168 -1.553 0.693
C 1.588 -2.579 -0.145
N 0.640 -3.557 -0.594
O -0.474 -3.526 -0.112
O 1.009 -4.367 -1.417
C 2.910 -2.661 -0.562
C 3.825 -1.723 -0.129
C 3.408 -0.681 0.712
O 4.273 0.254 1.161
C 5.508 0.295 0.478
O 6.071 -0.958 0.309
C 5.274 -1.771 -0.533
H 1.154 4.732 1.048
H -0.088 3.582 1.551
H -0.317 5.301 1.837
H -1.648 4.454 -0.134
H -1.035 6.830 0.051
H 0.504 6.518 -0.752
H -1.010 6.322 -1.637
H -0.460 4.031 -2.249
H 1.102 4.180 -1.437
H 0.415 1.851 -1.968
H -1.761 2.300 -0.051
H -2.074 -2.017 -0.280
H -4.242 -2.903 0.478
H -5.964 0.991 0.092
H -3.807 1.879 -0.662
H 0.998 0.341 2.753
H 2.401 1.273 2.118
H 0.130 -1.494 0.982
H 3.210 -3.463 -1.220
H 5.352 0.802 -0.491
H 6.184 0.880 1.107
H 5.381 -1.448 -1.581
H 5.674 -2.783 -0.437
*
```

These are the Mulliken partial charges, in e, on atoms 1 to 6:
1 C -1.10
2 C 0.86
3 C -1.70
4 C -1.41
5 C 0.37
6 N -0.13

Record 4
An isolated molecule of C22H23ClN4O2S at a distorted geometry, computed with the ωB97M-V functional and the def2-TZVPD basis.

Values from the calculation:
- Energy above the lowest of the compared OMol25 structures with the same formula, charge and spin: 267.0 kJ/mol
- LUMO level: 0.2 eV
- HOMO: -7.6484 eV
- Structure (SMILES): Cc1ccc(C(C)C)c(OCC(=O)N/N=C/c2sc(Nc3ccccc3)nc2Cl)c1

ORCA input file:
```
! RIJCOSX wB97M-V def2-TZVPD def2/J DEFGRID3
* xyz 0 1
C 4.353 -0.584 7.022
C 3.008 -0.513 6.366
C 1.837 -0.577 7.100
C 0.612 -0.513 6.458
C 0.505 -0.385 5.083
C -0.863 -0.320 4.444
C -1.086 1.017 3.734
C -1.099 -1.509 3.509
C 1.695 -0.321 4.341
O 1.570 -0.196 2.976
C 2.726 -0.126 2.182
C 2.366 0.001 0.698
O 3.235 0.079 -0.144
N 1.031 0.011 0.469
N 0.330 0.093 -0.682
C 0.889 0.195 -1.829
C 0.077 0.271 -3.001
S 0.800 0.416 -4.586
C -0.827 0.427 -5.280
N -0.956 0.528 -6.614
C -2.122 0.549 -7.381
C -1.982 0.660 -8.764
C -3.099 0.685 -9.575
C -4.365 0.600 -9.020
C -4.504 0.489 -7.646
C -3.393 0.464 -6.822
N -1.775 0.332 -4.405
C -1.292 0.246 -3.150
Cl -2.386 0.114 -1.866
C 2.921 -0.384 4.984
H 4.883 -1.482 6.702
H 4.960 0.276 6.744
H 4.256 -0.607 8.104
H 1.876 -0.677 8.174
H -0.293 -0.564 7.047
H -1.602 -0.389 5.250
H -0.349 1.177 2.953
H -1.007 1.835 4.448
H -2.077 1.043 3.287
H -1.031 -2.440 4.067
H -2.089 -1.444 3.063
H -0.361 -1.537 2.712
H 3.345 -1.028 2.289
H 3.343 0.745 2.443
H 0.421 -0.062 1.277
H 1.964 0.228 -1.988
H -0.091 0.594 -7.134
H -0.994 0.726 -9.198
H -2.980 0.771 -10.645
H -5.238 0.619 -9.655
H -5.488 0.423 -7.207
H -3.496 0.378 -5.754
H 3.839 -0.335 4.419
*
```

These are the Mulliken partial charges, in e, on atoms 1 to 6:
1 C -1.50
2 C 0.67
3 C -0.99
4 C -0.94
5 C 0.58
6 C 0.47

| no. | calculated total energy (eV) |
| --- | --- |
| 1 | -90021.4681 |
| 2 | -72047.8548 |
| 3 | -53020.8764 |
| 4 | -56600.0481 |